1.
Formula: C20H43Cl3F6O2P3ScSi
Source: the OMol25 dataset
Level of theory: ωB97M-V/def2-TZVPD

```
79
Properties=species:S:1:pos:R:3
Sc -0.478 -1.482 0.654
C 1.682 -6.154 0.852
P 1.610 -5.828 -0.908
C 2.154 -4.162 -1.452
C 2.875 -6.855 -1.697
C 1.956 -7.552 -2.807
P 0.294 -7.074 -2.259
C -0.399 -6.098 -3.617
C -0.508 -8.719 -2.084
H 2.173 -5.318 1.369
H 2.047 -7.149 1.165
H 0.635 -6.136 1.107
H 2.735 -4.269 -2.386
H 2.676 -3.544 -0.707
H 1.286 -3.537 -1.698
H 3.201 -7.597 -0.922
H 3.760 -6.359 -2.168
H 2.178 -8.614 -2.623
H 2.232 -7.172 -3.794
H -0.612 -6.848 -4.433
H 0.303 -5.316 -3.941
H -1.269 -5.611 -3.244
H -1.310 -8.723 -2.768
H -0.829 -8.923 -0.984
H 0.227 -9.422 -2.464
Cl -2.086 -4.970 3.985
C -0.680 -3.975 3.688
Cl 1.234 -0.212 1.655
Cl 0.550 -3.750 4.708
C -0.608 -3.062 2.479
O -1.462 -2.077 2.474
O 0.248 -3.282 1.522
C 0.937 6.898 2.483
C 0.607 5.414 2.383
C -0.207 5.092 3.666
C 1.846 4.557 2.132
Si -0.638 5.287 0.868
C -2.213 3.973 1.254
C -2.877 3.515 -0.067
C -1.877 2.726 2.052
C -3.201 4.984 1.872
C 0.190 5.150 -0.795
C 0.557 3.676 -0.968
C -0.854 5.571 -1.871
C 1.497 5.952 -1.067
H 1.234 7.047 3.577
H 0.210 7.659 2.288
H 1.860 7.200 2.011
H -0.970 5.854 3.819
H 0.467 5.203 4.526
H -0.757 4.116 3.747
H 2.412 5.037 1.306
H 1.485 3.477 1.923
H 2.417 4.342 3.019
H -2.248 2.827 -0.627
H -2.993 4.465 -0.608
H -3.779 2.961 0.263
H -1.046 2.143 1.563
H -2.727 2.069 2.099
H -1.639 2.944 3.091
H -3.217 4.720 2.936
H -4.201 5.009 1.485
H -2.803 6.022 1.740
H -0.276 2.935 -0.982
H 1.283 3.352 -0.237
H 1.096 3.510 -1.932
H -1.866 5.261 -1.680
H -0.622 4.948 -2.819
H -0.814 6.673 -2.126
H 2.294 5.658 -0.321
H 1.311 7.082 -0.911
H 1.918 5.685 -2.069
F 0.465 -1.520 -1.665
P -1.096 -1.621 -2.352
F -0.612 -2.773 -3.354
F -1.493 -0.563 -1.039
F -1.401 -2.815 -1.223
F -2.662 -1.551 -2.866
F -0.812 -0.362 -3.225
```

Summary:
energy above the lowest of the compared OMol25 structures with the same formula, charge and spin	0.657	eV
total charge	+1
LUMO energy (alpha / beta)	-3.55 / -3.70	eV
2S+1	2
HOMO energy (alpha / beta)	-7.85 / -9.59	eV
Kohn-Sham gap (alpha / beta)	4.29 / 5.89	eV
maximum force	3.55	eV Å⁻¹
⟨S²⟩	1.7602

=====

2.
Formula: C20H43GaOP3Se
Source: the OMol25 dataset
Level of theory: ωB97M-V/def2-TZVPD

```
69
Properties=species:S:1:pos:R:3
Ga 0.530 -0.497 0.271
P 2.091 -1.985 1.342
P -0.909 0.199 2.263
P 0.649 -1.063 -2.137
H -2.579 3.370 -0.775
C -2.709 2.772 -1.686
C -3.449 1.646 -1.705
H -4.052 1.358 -0.828
C 3.631 -1.007 1.641
C 1.593 -2.683 2.964
C 2.527 -3.449 0.318
C -2.393 1.261 2.039
C -1.702 -1.066 3.291
C 0.161 1.208 3.370
C -0.568 -0.308 -3.271
C 0.330 -2.785 -2.685
C 2.302 -0.500 -2.705
H -2.072 3.074 -2.533
H -3.471 0.986 -2.582
H 4.405 -1.643 2.113
H 3.397 -0.157 2.307
H 4.005 -0.621 0.676
H 2.418 -3.286 3.394
H 0.718 -3.336 2.805
H 1.344 -1.870 3.667
H 3.285 -4.078 0.830
H 2.928 -3.128 -0.659
H 1.611 -4.050 0.173
H -2.408 1.973 2.881
H -3.287 0.622 2.108
H -2.412 1.796 1.078
H -2.010 -0.611 4.239
H -1.055 -1.919 3.493
H -2.602 -1.423 2.776
H -0.523 1.784 4.011
H 0.798 1.891 2.789
H 0.804 0.568 3.997
H -0.074 -0.219 -4.252
H -0.946 0.665 -2.928
H -1.409 -1.013 -3.356
H 0.583 -2.864 -3.759
H -0.750 -2.980 -2.570
H 0.893 -3.539 -2.116
H 2.258 -0.421 -3.800
H 3.108 -1.200 -2.425
H 2.537 0.484 -2.271
C 1.709 3.839 -0.721
C 0.512 4.487 -1.068
C 0.503 5.839 -1.437
C 1.693 6.573 -1.510
C 2.907 5.913 -1.261
C 2.918 4.572 -0.893
Se 1.868 2.130 0.067
H 0.353 1.073 -0.133
H -0.413 3.923 -1.021
H -0.436 6.324 -1.680
H 1.682 7.632 -1.759
H 3.854 6.459 -1.353
H 3.868 4.074 -0.706
C -2.053 -4.478 0.125
C -2.440 -3.028 0.071
C -3.889 -2.736 0.236
O -1.612 -2.107 -0.099
H -2.935 -5.127 0.171
H -1.441 -4.655 1.023
H -1.434 -4.742 -0.741
H -4.072 -2.417 1.269
H -4.176 -1.887 -0.394
H -4.493 -3.617 0.021
```

Summary:
energy above the lowest of the compared OMol25 structures with the same formula, charge and spin	0.000	eV
total charge	+3
LUMO energy (alpha / beta)	-10.98 / -10.98	eV
2S+1	1
HOMO energy (alpha / beta)	-16.51 / -16.51	eV
Kohn-Sham gap (alpha / beta)	5.53 / 5.53	eV
maximum force	3.09	eV Å⁻¹

=====

3.
Formula: C20H43IN2O3
Source: the OMol25 dataset
Level of theory: ωB97M-V/def2-TZVPD

```
69
Properties=species:S:1:pos:R:3
C 2.810 -2.720 2.536
C 3.303 -1.350 2.065
C 2.187 -0.353 1.654
C 1.066 -0.919 0.790
C -0.236 -0.108 0.799
C -1.036 -0.031 2.110
I -0.895 -1.722 3.420
C 2.951 0.775 0.877
O 2.599 1.996 1.534
C 2.424 1.625 2.831
O 2.682 2.212 3.757
O 1.826 0.404 2.814
H 2.396 -3.277 1.702
H 2.084 -2.636 3.332
H 3.667 -3.279 2.910
H 3.886 -0.877 2.849
H 3.907 -1.502 1.167
H 0.876 -1.971 0.962
H 1.437 -0.873 -0.234
H -0.890 -0.589 0.069
H -0.047 0.886 0.398
H -0.656 0.810 2.676
H -2.089 0.160 1.951
H 4.002 0.629 1.154
H 2.952 0.761 -0.207
C -2.457 -3.624 -0.061
C -3.729 -3.168 0.639
N -4.934 -3.414 -0.129
C -6.101 -2.723 0.394
C -6.607 -3.116 1.787
C -5.149 -4.789 -0.547
C -5.213 -5.869 0.539
H -2.374 -3.183 -1.056
H -1.587 -3.312 0.520
H -2.409 -4.710 -0.156
H -3.637 -2.090 0.805
H -3.771 -3.633 1.636
H -6.922 -2.826 -0.321
H -5.872 -1.652 0.408
H -7.117 -4.078 1.778
H -7.331 -2.376 2.134
H -5.802 -3.154 2.523
H -4.350 -5.059 -1.244
H -6.060 -4.834 -1.149
H -4.419 -5.763 1.279
H -5.098 -6.854 0.081
H -6.171 -5.872 1.058
C 4.628 3.643 -0.805
C 4.314 4.259 -2.159
N 3.114 3.711 -2.765
C 2.959 4.068 -4.165
C 2.761 5.547 -4.515
C 1.908 3.787 -1.955
C 1.446 5.168 -1.477
H 4.682 2.555 -0.872
H 5.593 4.006 -0.448
H 3.883 3.909 -0.054
H 5.159 4.053 -2.822
H 4.267 5.353 -2.049
H 2.129 3.492 -4.586
H 3.848 3.712 -4.697
H 1.759 5.894 -4.262
H 2.884 5.687 -5.591
H 3.488 6.190 -4.018
H 2.053 3.157 -1.072
H 1.090 3.306 -2.499
H 2.267 5.767 -1.082
H 0.716 5.049 -0.672
H 0.956 5.732 -2.269
```

Summary:
energy above the lowest of the compared OMol25 structures with the same formula, charge and spin	0.002	eV
total charge	0
LUMO energy	0.45	eV
2S+1	1
HOMO energy	-8.14	eV
Kohn-Sham gap	8.59	eV
maximum force	6.48	eV Å⁻¹
SMILES	CC[C@]1(CCCI)COC(=O)O1.CCN(CC)CC.CCN(CC)CC

=====

4.
Formula: C20H43IrN2P3S2
Source: the OMol25 dataset
Level of theory: ωB97M-V/def2-TZVPD

```
71
Properties=species:S:1:pos:R:3
Ir -0.105 -0.007 -0.059
P -1.480 1.861 0.063
P -1.717 -1.363 0.942
P 1.829 1.560 -0.668
H 0.561 -2.686 -0.702
C 1.248 -1.877 -0.471
C 1.525 -1.559 0.873
H 1.011 -2.093 1.666
C -2.508 2.006 -1.446
C -2.704 1.996 1.419
C -0.753 3.535 0.223
C -1.411 -3.156 1.119
C -2.419 -1.031 2.611
C -3.168 -1.318 -0.170
C 3.338 0.644 -1.146
C 2.584 2.779 0.514
C 1.537 2.585 -2.179
H 1.960 -1.646 -1.252
H 2.459 -1.061 1.145
H -3.171 2.876 -1.332
H -3.115 1.103 -1.586
H -1.872 2.142 -2.332
H -3.301 2.908 1.251
H -2.184 2.094 2.383
H -3.386 1.138 1.458
H -1.578 4.266 0.166
H -0.033 3.766 -0.572
H -0.265 3.644 1.201
H -2.341 -3.685 0.863
H -1.162 -3.387 2.166
H -0.609 -3.539 0.484
H -3.510 -1.177 2.592
H -2.220 -0.019 2.977
H -2.000 -1.732 3.347
H -3.681 -2.289 -0.110
H -2.847 -1.158 -1.207
H -3.870 -0.522 0.116
H 3.994 1.307 -1.733
H 3.090 -0.235 -1.756
H 3.876 0.327 -0.241
H 3.389 3.348 0.011
H 3.022 2.248 1.375
H 1.851 3.501 0.901
H 1.926 2.059 -3.064
H 2.112 3.528 -2.051
H 0.482 2.823 -2.340
C 0.291 -0.968 -4.041
C -0.071 -0.348 -5.267
C 0.515 -0.732 -6.470
C 1.455 -1.773 -6.474
C 1.750 -2.456 -5.291
C 1.156 -2.074 -4.077
S -0.308 -0.129 -2.618
H -0.589 -1.031 -1.378
H -0.784 0.476 -5.258
H 0.240 -0.195 -7.383
H 1.954 -2.072 -7.400
H 2.465 -3.282 -5.319
H 1.371 -2.588 -3.149
S 0.712 0.909 2.280
C 0.609 -0.003 3.705
N 0.984 -1.270 3.966
C 0.675 -1.678 5.323
C 0.172 -0.389 5.964
N 0.088 0.513 4.835
H 1.556 -1.852 3.383
H 1.572 -2.080 5.816
H -0.115 -2.447 5.320
H 0.883 -0.011 6.713
H -0.808 -0.516 6.439
H -0.158 1.491 4.931
```

Summary:
energy above the lowest of the compared OMol25 structures with the same formula, charge and spin	2.116	eV
total charge	+3
LUMO energy (alpha / beta)	-8.09 / -12.40	eV
2S+1	5
HOMO energy (alpha / beta)	-13.51 / -17.47	eV
Kohn-Sham gap (alpha / beta)	5.42 / 5.08	eV
maximum force	2.96	eV Å⁻¹
⟨S²⟩	6.0427

=====

5.
Formula: C20H43N2O4S
Source: the OMol25 dataset
Level of theory: ωB97M-V/def2-TZVPD

```
70
Properties=species:S:1:pos:R:3
C 0.988 -1.321 0.234
C 0.598 -0.099 -0.715
C -0.965 -0.220 -0.910
C -1.507 0.745 -2.005
C -3.065 0.715 -2.231
C -3.800 -0.614 -1.810
C -4.880 -0.927 -2.938
C -5.510 -2.325 -2.603
C -6.868 -2.121 -1.804
C -6.780 -2.582 -0.304
C -7.576 -1.604 0.638
O -6.841 -0.357 0.638
S -7.792 0.958 0.283
O -8.600 0.702 -0.895
O -6.624 2.028 -0.273
N -6.233 2.893 0.772
H 1.832 -1.908 -0.206
H 1.253 -0.967 1.255
H 0.139 -2.038 0.335
H 1.102 -0.327 -1.686
H 0.900 0.880 -0.289
H -1.112 -1.264 -1.284
H -1.503 -0.135 0.059
H -0.981 0.646 -2.985
H -1.258 1.784 -1.658
H -3.602 1.567 -1.758
H -3.226 0.836 -3.332
H -4.373 -0.409 -0.879
H -3.156 -1.513 -1.769
H -4.280 -1.013 -3.880
H -5.622 -0.109 -3.035
H -4.860 -2.937 -1.936
H -5.681 -2.946 -3.515
H -7.721 -2.673 -2.260
H -7.094 -1.035 -1.852
H -5.717 -2.483 0.023
H -7.154 -3.626 -0.194
H -8.645 -1.514 0.354
H -7.559 -2.039 1.669
H -5.528 2.380 1.314
H -5.745 3.649 0.285
C 4.990 1.017 3.430
C 5.950 0.150 2.583
C 7.256 0.924 2.306
C 7.090 2.039 1.275
C 6.484 1.497 -0.019
C 5.159 0.738 0.205
N 5.279 -0.276 1.307
O 5.875 -1.234 0.873
C 4.028 1.745 0.514
C 4.713 0.104 -1.131
C 6.261 -1.040 3.512
H 4.861 2.029 3.057
H 4.007 0.551 3.513
H 5.378 1.136 4.442
H 8.027 0.231 1.947
H 7.637 1.343 3.239
H 6.472 2.844 1.680
H 8.064 2.485 1.060
H 6.319 2.320 -0.716
H 7.214 0.834 -0.496
H 3.128 1.233 0.861
H 3.754 2.303 -0.381
H 4.297 2.506 1.242
H 5.460 -0.570 -1.550
H 4.538 0.873 -1.882
H 3.779 -0.451 -1.008
H 5.361 -1.623 3.717
H 6.647 -0.682 4.465
H 7.020 -1.709 3.103
```

Summary:
energy above the lowest of the compared OMol25 structures with the same formula, charge and spin	0.000	eV
total charge	+1
LUMO energy	-7.16	eV
2S+1	1
HOMO energy	-11.03	eV
Kohn-Sham gap	3.87	eV
maximum force	6.74	eV Å⁻¹

=====

6.
Formula: C20H43N2OP3SSn
Source: the OMol25 dataset
Level of theory: ωB97M-V/def2-TZVPD

```
71
Properties=species:S:1:pos:R:3
Sn -0.392 0.576 -0.046
P -2.814 1.278 -0.110
P 0.616 1.956 1.965
P 0.237 -0.918 -2.071
H 2.838 -1.102 2.290
C 3.145 -1.420 1.297
C 4.057 -0.736 0.599
H 4.426 0.229 0.915
C -3.588 0.163 1.088
C -3.044 2.924 0.546
C -3.488 1.004 -1.769
C 2.358 1.841 2.469
C 0.492 3.756 1.686
C -0.321 1.685 3.481
C 1.875 -1.693 -2.244
C -0.189 -0.274 -3.710
C -0.817 -2.369 -1.928
H 2.681 -2.289 0.840
H 4.354 -1.067 -0.391
H -4.673 0.324 1.117
H -3.154 0.221 2.107
H -3.409 -0.791 0.564
H -4.123 3.136 0.449
H -2.455 3.640 -0.051
H -2.751 2.936 1.612
H -4.534 1.350 -1.769
H -3.466 -0.063 -2.056
H -2.916 1.604 -2.498
H 2.364 2.100 3.536
H 2.964 2.557 1.895
H 2.757 0.832 2.325
H 0.467 4.218 2.679
H -0.409 4.056 1.142
H 1.359 4.153 1.142
H 0.106 2.408 4.193
H -0.154 0.649 3.815
H -1.395 1.863 3.309
H 1.699 -2.605 -2.833
H 2.289 -1.934 -1.252
H 2.517 -0.988 -2.793
H -0.110 -1.113 -4.423
H 0.531 0.507 -3.994
H -1.211 0.141 -3.742
H -0.626 -3.015 -2.794
H -1.888 -2.133 -1.850
H -0.538 -2.887 -1.008
C -2.456 -4.026 0.405
C -3.515 -4.380 1.243
C -3.626 -5.720 1.667
C -2.623 -6.677 1.366
C -1.612 -6.334 0.446
C -1.602 -5.033 -0.117
O -2.211 -2.664 0.250
H -2.552 -2.115 0.993
H -4.183 -3.567 1.533
H -4.505 -6.021 2.242
H -2.640 -7.686 1.812
H -0.864 -7.113 0.179
H -0.909 -4.855 -0.945
S 0.676 2.487 -1.561
C 2.295 2.883 -1.116
N 2.628 4.095 -0.609
C 3.982 4.437 -0.930
C 4.550 3.161 -1.509
N 3.429 2.243 -1.454
H 1.922 4.809 -0.509
H 4.560 4.760 -0.071
H 3.963 5.225 -1.675
H 5.387 2.769 -0.933
H 4.846 3.289 -2.553
H 3.390 1.323 -1.879
```

Summary:
energy above the lowest of the compared OMol25 structures with the same formula, charge and spin	0.556	eV
total charge	+4
LUMO energy (alpha / beta)	-14.70 / -14.69	eV
2S+1	1
HOMO energy (alpha / beta)	-17.35 / -17.37	eV
Kohn-Sham gap (alpha / beta)	2.64 / 2.67	eV
maximum force	2.58	eV Å⁻¹

=====

7.
Formula: C20H43OP3RhS
Source: the OMol25 dataset
Level of theory: ωB97M-V/def2-TZVPD

```
69
Properties=species:S:1:pos:R:3
Rh -0.405 -1.617 -0.643
P 0.405 -1.122 1.489
P 1.981 -1.012 -1.486
P -2.518 -1.000 -0.005
H -1.705 -3.272 -4.883
C -2.601 -2.724 -4.639
C -2.671 -1.429 -4.976
H -2.112 -1.060 -5.856
C 0.395 -2.840 2.124
C 2.072 -0.476 1.971
C -0.514 -0.036 2.658
C 2.920 -0.911 -3.082
C 2.632 0.601 -0.899
C 2.951 -2.417 -0.759
C -3.916 -1.218 -1.180
C -2.833 0.747 0.475
C -3.103 -2.018 1.406
H -3.502 -3.278 -4.389
H -3.447 -0.744 -4.588
H 0.808 -2.877 3.138
H 1.003 -3.459 1.451
H -0.630 -3.225 2.120
H 2.231 -0.609 3.054
H 2.108 0.602 1.756
H 2.892 -0.967 1.440
H -0.005 -0.008 3.634
H -1.544 -0.359 2.820
H -0.516 0.981 2.242
H 3.948 -0.559 -2.900
H 2.415 -0.200 -3.747
H 2.972 -1.889 -3.572
H 3.360 0.478 -0.097
H 1.805 1.245 -0.582
H 3.135 1.086 -1.741
H 3.977 -2.368 -1.157
H 2.481 -3.361 -1.077
H 2.986 -2.412 0.337
H -4.853 -1.296 -0.602
H -3.818 -2.119 -1.796
H -3.966 -0.337 -1.836
H -3.882 1.006 0.263
H -2.166 1.403 -0.104
H -2.644 0.913 1.541
H -4.198 -2.049 1.348
H -2.816 -1.613 2.381
H -2.714 -3.039 1.313
C -0.487 -1.329 -3.507
C -1.016 -2.299 -2.491
C -0.387 -3.619 -2.430
C 0.563 -3.986 -3.383
C 0.998 -3.068 -4.347
C 0.419 -1.798 -4.435
S -1.149 0.258 -3.825
H -0.950 0.633 -5.076
H -2.106 -2.337 -2.424
H -0.733 -4.347 -1.689
H 1.003 -4.976 -3.370
H 1.783 -3.339 -5.056
H 0.747 -1.086 -5.191
C 1.299 3.761 1.083
C 0.185 3.457 0.104
C -0.490 4.640 -0.546
O -0.133 2.305 -0.189
H 1.174 4.744 1.559
H 2.259 3.730 0.539
H 1.294 2.987 1.857
H -0.335 4.592 -1.629
H -1.568 4.586 -0.376
H -0.108 5.588 -0.167
```

Summary:
total charge	+3
LUMO energy (alpha / beta)	-9.31 / -12.53	eV
2S+1	5
HOMO energy (alpha / beta)	-15.45 / -17.27	eV
Kohn-Sham gap (alpha / beta)	6.14 / 4.73	eV
maximum force	3.89	eV Å⁻¹
⟨S²⟩	6.0678